*i*
DFT (ωB97M-V/def2-TZVPD) results for an isolated molecule of C4H4N2S.

Properties
Molecular weight, g/mol: 112.2
Orbital gap (spin up / spin down), eV: 4.7 / 4.7
HOMO level (spin up / spin down), eV: -7.90 / -7.87

Atoms and positions in Å:
C: 1.709 2.251 1.247
C: 0.265 -0.249 -0.186
C: -0.766 -1.292 -0.379
C: 0.647 2.091 0.356
N: 2.449 2.469 2.085
N: 0.073 0.968 0.014
S: -0.701 -1.919 -2.108
H: 1.269 -0.528 -0.351
H: -0.856 -2.133 0.284
H: -1.637 -0.671 -0.261
H: 0.216 2.914 -0.113

Atomic partial charges in e from the Mulliken method, atoms 1 to 4: 0.28, -0.14, -0.60, -0.18



*ii*
DFT (ωB97M-V/def2-TZVPD) results for an isolated molecule of C4H4N2S.

Properties
Molecular weight, g/mol: 112.2
SMILES: [H]/N=C1\N=CSC1=C
Orbital gap, eV: 9.2
HOMO level, eV: -9.05

Atoms and positions in Å:
H: 2.558 -1.028 0.044
N: 1.978 -0.116 0.180
C: 0.737 -0.423 -0.021
N: 0.180 -1.779 -0.097
C: -1.061 -1.612 0.022
S: -1.984 -0.051 0.081
C: -0.415 0.704 -0.015
C: -0.184 1.968 -0.089
H: -1.701 -2.513 -0.068
H: -1.001 2.576 0.182
H: 0.892 2.273 -0.219

Atomic partial charges in e from the Mulliken method, atoms 1 to 4: 0.30, -0.61, 0.26, -0.48



*iii*
DFT (ωB97M-V/def2-TZVPD) results for an isolated molecule of C4H4N2S.

Properties
Molecular weight, g/mol: 112.2
Orbital gap, eV: 8.2
HOMO level, eV: -9.29

Atoms and positions in Å:
C: -1.244 -1.228 0.296
C: -1.297 0.210 -0.010
C: 1.218 -0.279 -0.010
C: -1.744 1.397 -0.284
N: -0.129 -0.451 0.058
N: 1.971 -1.429 -0.252
S: 1.836 1.224 0.096
H: -0.925 2.078 -0.363
H: -2.805 1.711 -0.169
H: 1.542 -2.271 -0.487
H: 2.899 -1.182 -0.412

Atomic partial charges in e from the Mulliken method, atoms 1 to 4: -0.38, 0.36, 0.39, -0.72



Which structure is the most stable? The one labeled *ii*.



*i*
DFT (ωB97M-V/def2-TZVPD) results for a cluster of 2 separate species, C5H16N3 in total.

Properties
Molecular weight, g/mol: 118.2
Orbital gap, eV: 11.9
Net charge: +1
HOMO level, eV: -14.87

Atoms and positions in Å:
C: 0.342 -1.713 -0.508
C: 0.224 -2.026 -1.990
C: -1.151 -0.762 1.208
N: -0.892 -1.058 -0.048
N: -0.338 -1.165 2.176
N: -2.234 -0.013 1.508
H: 0.479 -2.652 0.031
H: 1.205 -1.064 -0.344
H: 0.198 -1.119 -2.602
H: -0.652 -2.630 -2.213
H: -1.487 -0.730 -0.794
H: 0.538 -1.639 2.032
H: -0.552 -1.003 3.148
H: -2.508 0.709 0.859
H: -2.370 0.268 2.469
H: 1.129 -2.544 -2.296
C: 1.492 1.856 -0.569
C: 0.521 2.950 -0.099
H: 1.841 1.231 0.260
H: 0.987 1.226 -1.300
H: 2.402 2.275 -0.999
H: 0.399 3.683 -0.890
H: 0.871 3.419 0.817
H: -0.445 2.501 0.142

Atomic partial charges in e from the Mulliken method, atoms 1 to 4: -0.36, -1.55, 0.72, -0.12



*ii*
DFT (ωB97M-V/def2-TZVPD) results for a cluster of 2 separate species, C5H16N3 in total.

Properties
Molecular weight, g/mol: 118.2
Orbital gap, eV: 11.1
Net charge: +1
HOMO level, eV: -14.11

Atoms and positions in Å:
C: -0.369 -0.834 -0.577
C: 1.116 -0.957 -0.903
C: -1.325 0.847 -2.189
N: -0.734 0.562 -1.012
N: -1.469 0.007 -3.193
N: -1.797 2.086 -2.286
H: -0.905 -1.603 -1.120
H: -0.474 -0.800 0.497
H: 1.722 -0.189 -0.424
H: 1.345 -1.039 -1.967
H: -0.117 1.313 -0.739
H: -0.925 -0.846 -3.181
H: -1.833 0.268 -4.079
H: -1.961 2.695 -1.516
H: -2.374 2.396 -3.060
H: 1.550 -1.880 -0.493
C: 1.515 -0.241 3.899
C: 0.638 -0.216 2.656
H: 1.303 -1.160 4.434
H: 2.584 -0.225 3.663
H: 1.440 0.649 4.522
H: 0.460 0.767 2.225
H: -0.362 -0.617 2.888
H: 0.971 -0.984 1.953

Atomic partial charges in e from the Mulliken method, atoms 1 to 4: -0.32, -1.06, 0.68, -0.23



Which structure is the most stable? The one labeled *i*.